{"formula": "C4H9NO4", "method": "wB97M-V/def2-TZVPD", "homo_lumo_gap_ev": 9.80, "de_lowest_kcal_mol": 135.0, "spin_multiplicity": 1, "e_tot_ev": -13969.305, "smiles": "NOC(=O)O.C=COC", "species": ["N", "O", "C", "O", "O", "H", "H", "H", "C", "C", "O", "C", "H", "H", "H", "H", "H", "H"], "xyz": [[1.1859, 0.9268, 2.0518], [0.3699, 1.1781, 0.8846], [-1.0534, 0.4895, 0.9581], [-1.2996, -0.2527, 1.8835], [-1.9316, 1.4100, 0.4892], [2.0398, 0.5585, 1.6258], [0.7279, 0.1296, 2.5066], [-2.6954, 1.3530, 1.0884], [1.7197, -1.3766, -0.2023], [1.0262, -0.3436, -0.6817], [-0.5056, -0.4687, -0.6628], [-1.1419, -0.1599, -1.9134], [1.3344, -1.9790, 0.6114], [2.7290, -1.5585, -0.5479], [1.3916, 0.3203, -1.4514], [-1.0440, 0.9124, -2.0976], [-2.1986, -0.4175, -1.8312], [-0.6544, -0.7218, -2.7113]], "forces_ev_per_angstrom": [[-0.669, -0.170, -0.458], [-2.351, -0.650, 0.281], [2.191, 2.094, 2.987], [0.523, 0.116, -1.588], [0.349, -0.605, -0.490], [-0.120, -0.155, 0.114], [0.123, 0.089, 0.035], [0.181, -0.136, -0.286], [-0.290, 0.893, 0.302], [-2.305, -2.201, -1.439], [2.109, 0.186, 0.306], [0.614, 0.396, 0.274], [-0.235, -0.353, -0.427], [0.141, 0.391, 0.339], [-0.228, 0.271, 0.109], [-0.101, -0.025, -0.161], [0.214, -0.084, 0.092], [-0.146, -0.058, 0.008]], "lowdin_charge": [0.053, -0.187, -0.535, 0.091, 0.108, 0.063, 0.068, 0.140, 0.035, -0.124, -0.211, -0.054, 0.077, 0.064, 0.122, 0.096, 0.101, 0.094]}

***

{"formula": "C4H13NOS", "method": "wB97M-V/def2-TZVPD", "homo_lumo_gap_ev": 9.79, "de_lowest_kcal_mol": 33.7, "spin_multiplicity": 1, "e_tot_ev": -18730.552, "smiles": "CN[C@H](C)CS.O", "species": ["C", "N", "C", "C", "C", "S", "H", "H", "H", "H", "H", "H", "H", "H", "H", "H", "H", "O", "H", "H"], "xyz": [[-2.1972, 0.5899, -0.5163], [-0.7460, 0.4257, -0.5562], [-0.0930, -0.0542, 0.6676], [0.8410, 0.9397, 1.3458], [0.6686, -1.3514, 0.2841], [0.0269, -2.5568, 1.4577], [-2.4489, 1.3433, -1.2626], [-2.6922, -0.3704, -0.7368], [-2.6773, 0.8035, 0.4440], [-0.3727, 1.3093, -0.8611], [-0.7441, -0.1642, 1.5497], [0.4090, 1.6495, 2.0630], [1.5632, 0.4323, 1.9845], [1.4103, 1.6201, 0.6989], [0.4398, -1.6895, -0.7249], [1.7605, -1.2954, 0.3622], [0.5426, -3.7552, 1.2662], [1.7611, 0.9131, -2.6169], [0.9278, 0.7596, -3.0560], [1.6207, 0.4511, -1.7930]], "forces_ev_per_angstrom": [[-0.479, -1.156, -0.146], [-0.583, 0.596, 0.753], [0.820, 0.542, -0.039], [1.258, 1.324, 0.291], [0.314, -0.843, 0.118], [-1.070, 0.208, 1.280], [-0.362, -0.170, 0.109], [0.189, 0.254, -0.533], [0.557, 0.722, 0.258], [0.411, 0.190, 0.278], [-0.768, -0.919, -0.967], [-0.770, -0.283, -0.322], [0.140, -0.340, -0.200], [0.059, -0.473, -0.385], [-0.215, 0.349, 0.034], [-0.206, 0.332, 0.144], [0.728, -0.291, -0.678], [0.212, 0.181, -0.030], [-0.371, 0.004, -0.429], [0.136, -0.227, 0.464]], "lowdin_charge": [-0.121, -0.097, -0.501, -0.077, -0.527, 0.726, 0.079, 0.078, 0.074, 0.086, 0.105, 0.079, 0.079, 0.080, 0.066, 0.073, -0.177, -0.047, 0.028, -0.005]}

***

{"formula": "ClH5Ta", "method": "wB97M-V/def2-TZVPD", "homo_lumo_gap_ev": 8.50, "charge": -1, "spin_multiplicity": 1, "e_tot_ev": -14153.101, "species": ["Cl", "Ta", "H", "H", "H", "H", "H"], "xyz": [[2.4566, -0.0577, 0.1600], [0.1682, -0.0044, 0.0467], [-0.3398, -0.9964, -1.4247], [-0.2624, -1.5355, 1.0140], [-0.2470, 1.2954, 1.3039], [-0.1885, 1.2366, -1.2651], [-1.5872, 0.0619, 0.1651]], "forces_ev_per_angstrom": [[1.390, -0.024, 0.152], [-0.333, 0.008, 0.092], [-0.157, 0.313, 0.360], [-0.131, 0.167, -0.391], [-0.063, -0.145, -0.377], [-0.203, -0.300, 0.132], [-0.503, -0.020, 0.031]], "lowdin_charge": [-0.248, 0.338, -0.207, -0.205, -0.202, -0.209, -0.266]}

***

{"formula": "C3H7N", "method": "wB97M-V/def2-TZVPD", "homo_lumo_gap_ev": 10.28, "de_lowest_kcal_mol": 36.5, "spin_multiplicity": 1, "e_tot_ev": -4712.575, "smiles": "CN1CC1", "species": ["C", "N", "C", "C", "H", "H", "H", "H", "H", "H", "H"], "xyz": [[1.4466, 0.0020, 0.1001], [0.1737, -0.0396, -0.5293], [-0.9306, -0.7160, 0.1094], [-0.8894, 0.7720, 0.1104], [2.0505, 0.9832, -0.0269], [1.1864, -0.3173, 1.1794], [2.1898, -0.7657, -0.3436], [-0.7652, -1.2428, 1.0239], [-1.5826, -1.2484, -0.6191], [-0.5703, 1.0990, 1.1335], [-1.4840, 1.4219, -0.5613]], "forces_ev_per_angstrom": [[1.886, -1.013, 1.206], [-1.115, 1.156, -1.254], [-0.676, -0.322, -1.952], [1.037, -0.326, 0.577], [-1.572, -1.294, 0.519], [1.483, 0.850, -0.883], [-1.444, 0.824, 0.678], [0.155, -0.178, 0.652], [0.460, 0.386, 0.749], [-0.589, 0.447, -1.068], [0.376, -0.530, 0.777]], "lowdin_charge": [-0.152, -0.218, -0.183, -0.142, 0.103, 0.090, 0.092, 0.086, 0.110, 0.107, 0.107]}

***

{"formula": "H30O15", "method": "wB97M-V/def2-TZVPD", "homo_lumo_gap_ev": 9.05, "de_lowest_kcal_mol": 64.8, "spin_multiplicity": 1, "e_tot_ev": -31198.854, "species": ["O", "H", "H", "O", "H", "H", "O", "H", "H", "O", "H", "H", "O", "H", "H", "O", "H", "H", "O", "H", "H", "O", "H", "H", "O", "H", "H", "O", "H", "H", "O", "H", "H", "O", "H", "H", "O", "H", "H", "O", "H", "H", "O", "H", "H"], "xyz": [[-0.8354, 0.0410, -0.5275], [-0.7324, -0.7238, 0.0473], [-0.6054, 0.9082, -0.1832], [-2.5582, -0.2887, 2.2154], [-3.3722, -0.0615, 2.5973], [-2.6231, -0.9393, 1.4226], [2.2885, -1.1211, -0.3214], [2.9586, -1.0362, -1.0047], [2.0902, -0.2012, -0.1337], [0.0337, 1.1345, -2.8657], [0.6218, 0.5829, -2.3709], [-0.2510, 1.8576, -2.3232], [1.8440, 2.2432, -0.3497], [2.7122, 2.2226, 0.0612], [2.0283, 2.8353, -1.0575], [-0.8506, 3.3629, -1.5238], [-1.7083, 3.5675, -1.0645], [-0.1294, 3.5476, -0.8550], [-1.4904, -3.3924, -1.8446], [-1.2647, -4.0699, -2.4831], [-0.7725, -2.8519, -1.8189], [0.0348, -1.0258, 3.5564], [0.0155, -1.4626, 2.7199], [0.7164, -1.4546, 4.0590], [1.4456, 0.6619, 1.9667], [1.0041, 0.0819, 2.6316], [1.7022, 1.5046, 2.2530], [1.3260, -4.0324, -0.6031], [0.8443, -3.2533, -0.2880], [0.7375, -4.6836, -0.9785], [0.2449, -2.1776, 0.8539], [1.0238, -1.6426, 0.7270], [0.3249, -2.8973, 1.4283], [0.6762, -1.8442, -2.4687], [1.3493, -1.8778, -3.1231], [1.1058, -1.4473, -1.7157], [0.4387, 4.3392, 0.8847], [-0.1116, 3.5571, 1.0670], [1.3131, 4.0376, 1.0309], [-3.1368, 0.1328, -1.9143], [-3.7423, 0.8456, -1.6504], [-2.4073, 0.0587, -1.2252], [-0.8630, 1.9406, 1.4786], [0.0324, 1.6056, 1.7284], [-1.4584, 1.4165, 1.9651]], "forces_ev_per_angstrom": [[-0.152, -0.815, -1.010], [0.219, 0.604, 0.535], [-0.068, -0.217, 0.892], [2.423, -1.784, -2.510], [-2.007, -0.059, 0.300], [-0.543, 1.921, 2.181], [0.519, 0.556, -0.225], [0.310, -0.488, -0.044], [-0.278, 0.700, 0.383], [0.452, -0.124, -1.761], [0.004, -0.407, 0.514], [-0.438, 0.634, 0.595], [0.446, -0.786, 0.842], [0.192, -0.327, 0.387], [-0.246, 0.810, -1.429], [-0.121, 0.505, 1.433], [1.418, -0.326, -0.600], [-1.392, 0.149, -0.766], [-3.544, -2.859, 0.349], [-0.065, -0.004, -0.167], [3.297, 2.692, -0.280], [-0.041, 1.077, 0.717], [-0.482, -0.749, -1.138], [0.485, -0.453, 0.535], [-0.238, -2.213, -1.356], [0.249, 0.867, 0.446], [0.675, 1.464, 1.381], [1.178, -0.378, 0.269], [-0.320, -0.705, -0.677], [-0.485, 0.218, -0.017], [-2.225, 1.944, -0.626], [1.119, -0.277, 0.215], [0.749, -1.725, 1.249], [-0.840, 0.153, 0.093], [0.707, -0.238, -1.061], [0.095, 0.095, 0.582], [-1.324, 0.504, -0.162], [-0.173, 0.156, 0.300], [1.277, -0.334, 0.141], [0.100, 0.096, 0.940], [0.513, -0.421, 0.010], [-0.923, 0.436, -1.235], [2.047, 1.524, -0.716], [-1.026, -0.086, -0.417], [-1.540, -1.326, 0.908]], "lowdin_charge": [-0.048, 0.020, 0.024, -0.050, 0.019, 0.115, -0.032, 0.095, 0.026, -0.048, -0.028, -0.047, -0.023, 0.062, 0.055, -0.079, 0.089, 0.021, -0.015, 0.042, -0.087, -0.007, -0.008, 0.065, -0.035, 0.030, 0.032, -0.067, -0.043, 0.030, -0.021, 0.014, 0.062, -0.017, 0.053, -0.020, -0.051, -0.004, 0.001, -0.103, 0.020, -0.002, -0.054, 0.014, 0.001]}

***

{"formula": "C15H24N2", "method": "wB97M-V/def2-TZVPD", "homo_lumo_gap_ev": 8.76, "de_lowest_kcal_mol": 6.6, "spin_multiplicity": 1, "e_tot_ev": -18924.274, "smiles": "Cc1ccc(CN2CCCN(C)CC2)c(C)c1", "species": ["C", "C", "C", "C", "C", "C", "N", "C", "C", "C", "N", "C", "C", "C", "C", "C", "C", "H", "H", "H", "H", "H", "H", "H", "H", "H", "H", "H", "H", "H", "H", "H", "H", "H", "H", "H", "H", "H", "H", "H", "H"], "xyz": [[5.5709, -0.6582, -0.9411], [4.0809, -0.7391, -0.7977], [3.3297, 0.3956, -0.5317], [1.9576, 0.3111, -0.3820], [1.2929, -0.9008, -0.4924], [-0.2119, -1.0149, -0.3319], [-0.9615, 0.1742, -0.0352], [-1.2034, 1.1279, -1.0853], [-2.6675, 1.5791, -1.0881], [-3.1353, 2.1216, 0.2666], [-3.3171, 1.0320, 1.2105], [-4.5156, 1.1438, 2.0074], [-2.1693, 0.7400, 2.0463], [-0.8354, 0.7437, 1.2797], [2.0408, -2.0526, -0.7598], [1.3757, -3.3898, -0.8908], [3.4162, -1.9521, -0.9070], [6.0408, -0.6375, 0.0429], [5.9571, -1.5183, -1.4829], [5.8594, 0.2492, -1.4678], [3.8202, 1.3546, -0.4416], [1.4015, 1.2109, -0.1753], [-0.6258, -1.4424, -1.2528], [-0.4190, -1.7370, 0.4675], [-0.5650, 2.0241, -0.9833], [-0.9696, 0.6671, -2.0474], [-3.2999, 0.7269, -1.3363], [-2.7979, 2.3487, -1.8520], [-4.0998, 2.6143, 0.1182], [-2.4339, 2.8843, 0.6367], [-5.3791, 1.2441, 1.3515], [-4.6357, 0.2332, 2.5945], [-4.4978, 2.0001, 2.7033], [-2.3385, -0.2551, 2.4704], [-2.0821, 1.4548, 2.8884], [-0.4671, 1.7788, 1.2164], [-0.1063, 0.1792, 1.8680], [0.8447, -3.6486, 0.0250], [0.6481, -3.3812, -1.7018], [2.1105, -4.1649, -1.0942], [3.9875, -2.8470, -1.1148]], "forces_ev_per_angstrom": [[-0.013, 0.006, 0.078], [-0.010, 0.062, -0.025], [0.076, -0.063, -0.023], [-0.105, -0.006, 0.025], [0.004, -0.017, 0.004], [0.031, -0.065, -0.014], [0.373, -0.032, -0.029], [-0.428, 0.116, -0.170], [0.295, 0.217, 0.048], [-0.047, -0.186, -0.353], [-0.007, 0.058, 0.185], [0.031, 0.018, -0.008], [0.153, -0.060, -0.002], [-0.375, 0.008, 0.248], [0.061, 0.053, 0.014], [-0.014, 0.056, 0.009], [-0.031, 0.092, 0.015], [0.105, -0.002, 0.013], [0.081, -0.028, -0.039], [0.079, 0.030, -0.038], [0.056, 0.102, -0.001], [-0.146, 0.108, 0.029], [-0.011, -0.094, 0.107], [-0.016, -0.068, -0.129], [0.029, -0.091, -0.030], [0.059, 0.027, 0.010], [-0.059, 0.000, -0.043], [-0.013, 0.057, -0.082], [0.073, 0.010, 0.074], [-0.065, 0.084, 0.030], [-0.082, 0.008, 0.037], [-0.064, -0.011, 0.059], [-0.027, 0.000, 0.014], [0.049, 0.046, 0.087], [-0.013, -0.061, -0.017], [0.055, -0.097, -0.012], [0.020, 0.084, -0.016], [-0.077, -0.097, 0.030], [-0.087, -0.088, -0.041], [0.000, -0.065, -0.012], [0.058, -0.111, -0.035]], "lowdin_charge": [-0.055, -0.283, -0.045, -0.025, -0.156, -0.144, -0.180, -0.206, -0.158, -0.203, -0.236, -0.110, -0.189, -0.181, -0.228, -0.047, -0.011, 0.082, 0.073, 0.076, 0.110, 0.095, 0.129, 0.129, 0.113, 0.123, 0.114, 0.106, 0.112, 0.121, 0.081, 0.081, 0.086, 0.116, 0.119, 0.111, 0.126, 0.082, 0.082, 0.075, 0.113]}